The following is a DFT calculation (ωB97M-V/def2-TZVPD) of a single C26H36FN3O2 molecule.

Element x y z (Å)
C -0.74758 5.17695 0.96560
H -0.81236 6.02307 0.28343
O 0.35615 4.42233 0.53185
C 0.68161 3.28994 1.21620
C 1.79901 2.59540 0.74656
C 2.20304 1.42883 1.35613
C 1.51076 0.91764 2.45215
C 0.41631 1.62262 2.92603
C -0.00301 2.79721 2.31970
H -0.86009 3.31479 2.72151
H -0.12128 1.26713 3.79524
C 1.95705 -0.37926 3.07504
H 2.97327 -0.26729 3.46023
C 2.02886 -1.44588 1.98588
O 3.09530 -1.73928 1.47686
N 0.86265 -1.99721 1.57230
C -0.42409 -1.77246 2.18801
H -0.50224 -0.73870 2.52371
H -1.19148 -1.93480 1.42895
C -0.66250 -2.74596 3.36882
N -1.90049 -2.57790 4.09510
C -2.00266 -1.33022 4.81853
H -1.09304 -1.17293 5.39595
H -2.17059 -0.45771 4.16869
H -2.84086 -1.39982 5.51187
C -3.08776 -2.84714 3.31454
H -3.31594 -2.06191 2.57815
H -2.96789 -3.79503 2.79305
H -3.93651 -2.93171 3.99316
H -0.64075 -3.77104 2.98798
H 0.15851 -2.64692 4.08450
C 0.89785 -2.91217 0.44724
H 1.94573 -3.18108 0.29578
H 0.33329 -3.81607 0.69551
C 0.34321 -2.28912 -0.84150
C 0.54685 -3.23289 -2.02521
C 0.03998 -2.56264 -3.29780
C 0.72497 -1.21354 -3.48613
N 0.46192 -0.36340 -2.33835
C 1.02150 -0.95072 -1.13599
H 0.84442 -0.25940 -0.30793
H 2.11122 -1.10613 -1.21982
C 0.94102 0.99081 -2.55166
C 0.10852 1.70865 -3.57746
C 0.66956 2.60903 -4.47265
C -0.08210 3.28862 -5.41327
C -1.44588 3.06497 -5.46908
C -2.03468 2.17295 -4.58766
C -1.26430 1.50679 -3.65240
H -1.70983 0.80481 -2.96515
H -3.09925 1.99778 -4.63039
H -2.04505 3.58649 -6.19980
H 0.40656 3.97613 -6.08569
F 2.00387 2.83662 -4.43541
H 0.85537 1.53020 -1.60140
H 2.00308 1.01122 -2.85058
H 0.33272 -0.71876 -4.37825
H 1.81076 -1.36749 -3.62782
H 0.23391 -3.19595 -4.16484
H -1.03708 -2.40287 -3.22313
H 0.02034 -4.17445 -1.85494
H 1.61133 -3.45502 -2.12846
H -0.73041 -2.10047 -0.73252
H 1.30279 -0.66690 3.89586
H 3.06504 0.89596 0.98405
H 2.33476 2.99951 -0.09802
H -0.60673 5.54638 1.98678
H -1.67665 4.59940 0.91237

Results
* E: -38829.309 eV
* max |F|: 0.6 eV/Å
* structure (SMILES): COc1ccc(CC(=O)N(CCN(C)C)C[C@@H]2CCCN(Cc3ccccc3F)C2)cc1
* total charge: 0
* E_HOMO: -8.4 eV
* frontier orbital gap: 8.98 eV

The following is a DFT calculation (ωB97M-V/def2-TZVPD) of a single C26H36N4O4 molecule.

Element x y z (Å)
C -2.25972 3.28294 -4.46640
H -1.49079 3.73894 -5.10253
O -1.75689 2.16675 -3.78177
C -0.68331 2.48674 -2.92471
H -0.98964 3.27312 -2.22056
H 0.16559 2.86720 -3.51430
C -0.22920 1.23662 -2.16848
N -1.17863 0.77724 -1.17575
C -2.10506 -0.19130 -1.34143
O -2.68718 -0.68125 -0.37914
C -2.42277 -0.67101 -2.74388
H -1.94434 -0.06307 -3.50458
C -2.00769 -2.14554 -2.86613
C -0.52437 -2.26104 -2.56395
O 0.31427 -1.68347 -3.22223
N -0.23577 -3.03573 -1.48127
C 1.01016 -3.31900 -0.92849
N 0.97786 -4.31917 -0.05217
C 2.10627 -4.67387 0.53854
C 3.31676 -4.04483 0.30543
C 3.33932 -2.98990 -0.59717
C 2.17276 -2.61433 -1.23578
H 2.14915 -1.80487 -1.94360
H 4.25874 -2.46161 -0.80003
H 4.21159 -4.36628 0.81456
H 2.02466 -5.50175 1.23133
H -0.98650 -3.54364 -1.03147
H -2.18327 -2.48498 -3.88832
H -2.59871 -2.74955 -2.17777
H -3.50464 -0.59796 -2.86929
C -0.95145 1.22073 0.20809
C -0.69688 2.70415 0.29384
C 0.56931 3.26767 0.36737
C 0.72113 4.64221 0.42585
C -0.37800 5.48936 0.40585
C -1.64529 4.92176 0.33656
C -1.80280 3.55074 0.28627
H -2.79573 3.12669 0.23035
H -2.51648 5.56167 0.32489
C -0.20879 6.97582 0.48664
H 0.75270 7.28009 0.07988
H -0.25158 7.29783 1.52774
H -1.00133 7.48764 -0.05488
H 1.71481 5.06257 0.48603
H 1.43908 2.63108 0.39427
C 0.13777 0.29885 0.78195
O 1.33029 0.45875 0.60123
N -0.37955 -0.74624 1.44750
H -1.38105 -0.88054 1.44020
C 0.43576 -1.76366 2.07227
C 0.36581 -1.65271 3.59686
H -0.68236 -1.70234 3.90334
H 0.74934 -0.67126 3.88484
C 1.15181 -2.73687 4.34624
C 0.54362 -4.12299 4.14278
H -0.50761 -4.12622 4.42207
H 1.06252 -4.85297 4.76011
H 0.62793 -4.43525 3.10551
C 2.62871 -2.73832 3.95825
H 3.04647 -1.73747 4.03593
H 3.18927 -3.39633 4.61877
H 2.75866 -3.09007 2.93801
H 1.08219 -2.49317 5.41359
H 0.09140 -2.74634 1.74373
H 1.45771 -1.60286 1.72416
H -1.88926 1.01291 0.73712
H 0.69965 1.46913 -1.64331
H -0.01556 0.44214 -2.88498
H -2.63150 4.04249 -3.76716
H -3.07937 2.92596 -5.08644

Results
* E: -41698.848 eV
* max |F|: 0.9 eV/Å
* structure (SMILES): COCCN(C(=O)CCC(=O)Nc1ccccn1)[C@@H](C(=O)NCCC(C)C)c1ccc(C)cc1
* total charge: 0
* E_HOMO: -8.8 eV
* frontier orbital gap: 9.59 eV

The following is a DFT calculation (ωB97M-V/def2-TZVPD) of a molecular structure, C26H37Ge2N3OsSSe.

Element x y z (Å)
Os 1.05086 -1.18487 1.06426
C 1.49898 -3.79487 -0.53126
C 2.79278 -3.48308 0.17935
N 2.50478 -2.70174 1.41974
C 2.13455 -3.50308 2.63510
C 0.68189 -3.93798 2.64867
S -0.42234 -2.56855 2.09823
C -1.32612 -3.34832 0.71121
C -0.79486 -2.90912 -0.64839
N 0.65538 -2.55886 -0.60890
H 0.93151 -4.55396 0.00188
H 1.69100 -4.18913 -1.52969
H 3.43451 -2.86111 -0.44710
H 3.34587 -4.39285 0.41848
H 3.37618 -2.23685 1.66986
H 2.34119 -2.86493 3.49359
H 2.78407 -4.37796 2.70608
H 0.38114 -4.19057 3.66470
H 0.49065 -4.80664 2.02404
H -2.36421 -3.03549 0.82175
H -1.28388 -4.42464 0.87085
H -1.33612 -2.02617 -0.97582
H -0.96435 -3.70247 -1.38046
H 0.86573 -2.09552 -1.48941
Se 0.65664 0.49573 2.59445
C 1.82411 1.96236 2.26899
C 1.42018 3.21868 2.68757
C 2.28557 4.28161 2.43267
N 3.45060 4.13786 1.81474
C 3.83451 2.91813 1.44364
C 3.05634 1.78831 1.64898
H 0.47481 3.38518 3.18739
H 2.02013 5.28661 2.73909
H 4.80651 2.84224 0.96985
H 3.42518 0.80942 1.36105
C -1.19766 2.10801 -3.46406
Ge -0.10602 0.62424 -2.90431
C 1.82090 0.81184 -2.94399
C -0.76075 -1.10360 -3.51035
Ge -0.65605 0.54918 0.00795
C -2.48762 0.01925 0.34912
C -3.42134 0.05121 -0.69118
C -4.74108 -0.31345 -0.46528
C -5.14244 -0.70891 0.80480
C -4.22792 -0.72912 1.84965
C -2.90455 -0.37233 1.62380
C -0.46348 2.44760 -0.21550
C 0.75979 3.03865 -0.56597
C 0.84152 4.40442 -0.76584
C -0.30225 5.18963 -0.63623
C -1.52349 4.61193 -0.30113
C -1.61267 3.24397 -0.10224
H -1.16439 2.11007 -4.55833
H -0.81115 3.05238 -3.08919
H -2.23374 1.98173 -3.15496
H 2.11756 0.66719 -3.98787
H 2.33825 0.06137 -2.34616
H 2.13370 1.80711 -2.63767
H -0.87018 -0.97298 -4.59313
H -1.74153 -1.36145 -3.11747
H -0.06291 -1.92451 -3.35385
H -3.13635 0.38921 -1.68207
H -5.45934 -0.27613 -1.27357
H -6.17274 -0.98601 0.98336
H -4.54821 -1.00957 2.84448
H -2.21609 -0.37298 2.46192
H 1.65325 2.43276 -0.66723
H 1.78795 4.86320 -1.02143
H -0.24125 6.25752 -0.80083
H -2.40448 5.23103 -0.19641
H -2.56697 2.80013 0.15595

Results
* E: -223686.540 eV
* expectation value of S²: 0.805
* max |F|: 0.3 eV/Å
* total charge: +3
* E_HOMO (spin up / spin down): -16.3 / -17.2 eV
* frontier orbital gap (spin up / spin down): 5.37 / 5.97 eV
* spin multiplicity: 2

The following is a DFT calculation (ωB97M-V/def2-TZVPD) of 3 unconnected molecules or ions with the total composition C26H37N4O2S2 at a distorted geometry.

Element x y z (Å)
S 0.82568 -1.02840 2.22140
C 0.68911 -0.11099 0.88715
S -0.19421 1.47153 1.11010
C -1.75462 1.18193 0.21260
C -2.99764 1.55381 1.02389
C -4.23201 1.55570 0.06900
N -4.17925 0.42452 -0.87191
C -3.92125 0.39911 -2.12147
C -3.92922 -1.02826 -2.58567
C -4.05856 -1.95926 -1.33322
C -4.42806 -0.89409 -0.26976
N 1.15960 -0.45193 -0.38829
C 2.16071 -1.50514 -0.37129
C 3.36377 -1.45074 0.29605
C 4.27081 -2.48109 0.22860
C 3.97875 -3.59965 -0.52553
C 2.77492 -3.67385 -1.20015
C 1.88037 -2.63321 -1.11684
C 1.52430 0.68282 -1.22872
C 2.77334 1.25294 -1.30502
C 3.01622 2.30911 -2.15109
C 2.04016 2.84309 -2.95919
C 0.78202 2.27341 -2.86770
C 0.54217 1.21228 -2.03894
H -1.76251 0.13212 -0.10123
H -1.73863 1.83176 -0.67544
H -2.95903 2.55598 1.46115
H -3.20417 0.84216 1.83063
H -5.17846 1.51902 0.61818
H -4.26874 2.47084 -0.53553
H -3.70644 1.29953 -2.69189
H -2.86970 -1.17514 -2.89035
H -4.44599 -1.29099 -3.51075
H -3.13083 -2.40846 -0.97045
H -4.81907 -2.70869 -1.54659
H -4.14482 -1.02292 0.77545
H -5.53435 -0.90960 -0.20544
H 3.62365 -0.58369 0.90158
H 5.22680 -2.44386 0.74271
H 4.67235 -4.42993 -0.62930
H 2.53455 -4.54260 -1.80714
H 0.92378 -2.66911 -1.63758
H 3.59283 0.89200 -0.69182
H 4.01265 2.74165 -2.21353
H 2.23732 3.66456 -3.63466
H 0.01149 2.69860 -3.50951
H -0.47346 0.82105 -2.03408
C 1.01044 7.33247 -0.60602
C 1.37802 5.88895 -0.84696
O 1.77735 5.48989 -1.93028
N 1.25234 5.02114 0.19343
C 0.80185 5.29568 1.54501
H 1.16381 7.89282 -1.52359
H -0.03871 7.41561 -0.31861
H 1.64241 7.76081 0.17279
H 1.51492 4.07391 -0.03913
H 1.59270 5.02750 2.24712
H -0.07705 4.68405 1.76033
H 0.54864 6.34225 1.67705
C 0.45931 -6.64886 4.16437
C 0.59003 -5.14511 4.20582
O 0.64151 -4.52714 5.25502
N 0.65013 -4.48364 3.01652
C 0.60481 -5.03216 1.67669
H 0.42423 -7.02700 5.18177
H -0.46083 -6.93726 3.65392
H 1.31805 -7.09173 3.65795
H 0.73852 -3.48428 3.11763
H 1.51949 -4.75897 1.14727
H -0.24766 -4.60374 1.14266
H 0.50942 -6.11316 1.69076

Results
* E: -59281.173 eV
* max |F|: 3.2 eV/Å
* total charge: +1
* E_HOMO: -10.4 eV
* frontier orbital gap: 6.37 eV

The following is a DFT calculation (ωB97M-V/def2-TZVPD) of a molecular structure, C26H38AsN4O8RuS7 at a distorted geometry.

Element x y z (Å)
Ru -0.60571 -2.22255 0.62515
C -3.24995 0.07191 -0.92048
C -3.75290 -0.61850 0.36456
N -3.21939 -1.96692 0.50598
C -3.94743 -3.03383 -0.16298
C -3.88068 -3.03170 -1.69954
S -2.21754 -3.03676 -2.47685
C -2.17471 -1.44297 -3.36503
C -1.49532 -0.30951 -2.58233
N -1.88044 -0.30107 -1.19216
H -3.86178 -0.24429 -1.76578
H -3.38037 1.16095 -0.81580
H -3.39938 -0.04067 1.22109
H -4.85239 -0.61881 0.37248
H -3.15253 -2.19737 1.49237
H -3.53778 -3.97657 0.19984
H -5.01748 -3.01556 0.10222
H -4.34845 -3.95553 -2.04010
H -4.42398 -2.18674 -2.12391
H -1.58776 -1.64305 -4.26140
H -3.19881 -1.19947 -3.65869
H -0.42019 -0.47364 -2.63007
H -1.72311 0.64457 -3.09693
H -1.24039 0.24114 -0.62684
S -0.17053 -6.67252 2.73139
As -1.32575 -5.02700 2.01905
S -0.53411 -4.39658 0.04780
S -1.21691 -2.79832 2.68842
S -3.30702 -5.81440 1.78873
C 3.99823 3.04196 -2.51688
C 4.16397 1.76685 -1.73172
C 3.35873 1.51915 -0.62199
C 3.49520 0.34805 0.10237
C 4.43703 -0.58968 -0.29444
C 5.24752 -0.36475 -1.39247
C 5.10745 0.81679 -2.10761
S 4.61685 -2.08170 0.67094
O 4.87211 -1.64827 2.01699
O 5.63178 -2.88429 0.03581
N 3.21834 -2.90179 0.63481
C 2.96451 -3.78773 -0.51535
C 2.76690 -3.07374 -1.84709
C 1.53346 -2.16795 -1.99540
O 1.27591 -1.77644 -3.13733
O 0.89448 -1.82812 -0.93907
H 3.84463 3.88991 -1.84789
H 3.12718 2.96624 -3.17198
H 4.87244 3.24073 -3.13693
H 2.61636 2.25166 -0.32380
H 2.87646 0.13552 0.96393
H 5.97530 -1.11668 -1.66804
H 5.73929 1.00143 -2.96899
H 2.41712 -2.34679 0.93264
H 2.09932 -4.40386 -0.27838
H 3.83974 -4.43183 -0.59259
H 2.69094 -3.81997 -2.64015
H 3.64442 -2.46000 -2.05857
C -0.67312 5.27688 -1.52015
C -1.08760 4.65611 -0.21341
C -2.29720 3.97886 -0.09846
C -2.65327 3.35627 1.08819
C -1.79651 3.42649 2.17364
C -0.60770 4.13603 2.09500
C -0.25252 4.73779 0.89986
S -2.27817 2.66206 3.71036
O -3.70091 2.48017 3.64114
O -1.74616 3.47905 4.77015
N -1.60665 1.18632 3.82504
C -0.19133 1.05132 4.19346
C 0.77401 1.09669 2.99555
C 0.39461 0.00511 1.99923
O 1.17488 -0.94712 1.80924
O -0.73005 0.12446 1.42773
H -1.53525 5.45523 -2.16212
H 0.00886 4.60881 -2.05097
H -0.15478 6.22275 -1.35895
H -2.96680 3.94015 -0.94967
H -3.59262 2.83109 1.19853
H 0.01738 4.22401 2.97395
H 0.68254 5.28097 0.82538
H -1.81663 0.61539 3.00165
H -0.08584 0.08508 4.68950
H 0.03113 1.84730 4.90227
H 1.79511 0.94053 3.34119
H 0.69166 2.05328 2.48164

Results
* E: -189190.972 eV
* expectation value of S²: 0.812
* max |F|: 2.8 eV/Å
* total charge: -2
* E_HOMO (spin up / spin down): -1.8 / -1.8 eV
* frontier orbital gap (spin up / spin down): 5.32 / 5.30 eV
* spin multiplicity: 2

The following is a DFT calculation (ωB97M-V/def2-TZVPD) of a molecular structure, C26H38BrNOP2Pt at a distorted geometry.

Element x y z (Å)
C -0.62853 7.31942 -2.91696
C -0.81197 5.94905 -3.18002
C -1.11674 5.55829 -4.49707
C -1.23055 6.54611 -5.48350
N -1.05529 7.83699 -5.20863
C -0.76248 8.23170 -3.97134
C -0.68764 4.96960 -2.12698
C -0.57444 4.13827 -1.23232
C -0.43783 3.20553 -0.18779
C 0.62379 3.32886 0.72456
C 0.75447 2.41706 1.77308
C -0.15523 1.36192 1.84187
C -1.23962 1.23343 0.97374
C -1.37175 2.16076 -0.05704
Pt 0.09313 -0.13722 3.21325
P 1.98330 -1.04453 2.28119
H -1.26297 4.50818 -4.75123
H -0.38574 7.67046 -1.91371
H -1.46965 6.26654 -6.51346
H -0.62636 9.30173 -3.79030
H -2.18928 2.08826 -0.77173
H 1.33573 4.14255 0.60049
H -1.94105 0.41524 1.12662
H 1.54751 2.50178 2.51592
C 2.39357 -2.67061 2.99612
C 3.33847 -3.56444 2.19511
H 1.42968 -3.17287 3.17321
H 2.81278 -2.46888 3.99428
H 3.58792 -4.44098 2.80528
H 2.87466 -3.92856 1.27147
H 4.27927 -3.06198 1.94461
C 1.73833 -1.18739 0.47556
C 2.79427 -0.54237 -0.42269
H 0.75798 -0.73075 0.26884
H 1.63517 -2.26078 0.25716
H 2.51968 -0.72170 -1.47103
H 2.84484 0.54571 -0.28117
H 3.79632 -0.96250 -0.26782
C 3.35889 0.10950 2.60895
C 4.75950 -0.49873 2.56322
H 3.16487 0.53737 3.60446
H 3.26786 0.94083 1.89495
H 5.49533 0.30118 2.70901
H 4.90663 -1.23326 3.36317
H 4.98454 -0.97792 1.60301
Br -1.00362 -2.29258 3.84654
P -2.64202 -3.48034 -0.97620
C -0.80553 -3.56314 -0.88025
C -0.29829 -4.99548 -1.05135
H -0.50984 -3.14517 0.09345
H -0.41216 -2.91474 -1.67699
H 0.76718 -4.99074 -1.30937
H -0.41877 -5.57651 -0.12924
H -0.83653 -5.51433 -1.85466
C -3.07089 -3.22778 0.79350
C -4.48770 -3.72957 1.07689
H -2.97088 -2.15547 1.01441
H -2.33341 -3.75946 1.41080
H -4.62150 -3.89579 2.15079
H -5.23472 -2.99631 0.75340
H -4.68565 -4.67466 0.55711
C -2.87994 -1.77800 -1.65697
C -3.12089 -1.79626 -3.16982
H -1.99058 -1.18193 -1.40478
H -3.74720 -1.34739 -1.13544
H -3.57767 -0.85305 -3.49015
H -2.18358 -1.91627 -3.72508
H -3.79590 -2.61158 -3.45712
O -0.18312 1.54127 5.71752
C -0.08813 0.87439 4.76866

Results
* E: -122964.545 eV
* expectation value of S²: 2.021
* max |F|: 6.1 eV/Å
* total charge: +2
* E_HOMO (spin up / spin down): -13.3 / -13.1 eV
* frontier orbital gap (spin up / spin down): 6.24 / 3.51 eV
* spin multiplicity: 3